Entry 1:
The following is a DFT calculation (ωB97M-V/def2-TZVPD) of a molecular structure, C5H7CrO4 in a non-equilibrium geometry.

Summary:
- Frontier orbital gap (spin up / spin down): 0.20151 / 0.22219 hartree
- Relative energy (zero: lowest compared OMol25 entry of this formula, charge and spin): 6.3 kJ/mol
- Lowest unoccupied orbital energy (spin up / spin down): 3.709 / 3.589 eV

```
! RIJCOSX wB97M-V def2-TZVPD def2/J DEFGRID3
* xyz -1 5
Cr 0.85 -0.29 -0.97
O -0.98 -0.57 -1.55
O -0.15 1.02 0.49
O 1.79 -1.22 0.45
O 1.34 -1.43 -2.77
C -1.92 0.03 -0.72
C 0.75 -1.97 -3.60
C -1.36 0.32 0.67
C 2.10 0.18 0.66
C 0.98 0.84 1.41
H -1.16 -0.64 1.19
H -2.27 1.00 -1.15
H -2.82 -0.61 -0.60
H 1.26 1.84 1.78
H 0.59 0.24 2.26
H 3.06 0.35 1.17
H -2.08 0.90 1.27
*
```

---

Entry 2:
The following is a DFT calculation (ωB97M-V/def2-TZVPD) of a molecular structure, C5H7ErO5 in a non-equilibrium geometry.

Summary:
- Frontier orbital gap (spin up / spin down): 0.22789 / 0.34565 hartree
- Lowest unoccupied orbital energy (spin up / spin down): -4.653 / -4.755 eV

```
! RIJCOSX wB97M-V def2-TZVPD def2/J DEFGRID3
* xyz 1 5
Er -0.08 0.67 -0.05
O 4.09 -0.39 0.38
O -1.88 -0.82 0.08
O 2.41 1.11 -0.18
O 0.39 -0.59 1.44
O -1.48 1.59 -1.07
C -2.64 0.97 -1.27
C -3.06 -0.05 -0.27
C -0.38 -1.72 1.67
C 3.21 0.33 0.20
C -1.85 -1.45 1.36
H -2.28 -0.77 2.10
H -0.04 -2.57 1.04
H -0.32 -2.06 2.72
H -3.11 1.02 -2.26
H -2.45 -2.38 1.34
H -3.42 0.41 0.67
H -3.85 -0.71 -0.65
*
```